# 1
67
Properties=species:S:1:pos:R:3:forces:R:3 method="wB97M-V/def2-TZVPD" smiles=C[C@H](CP)OCc1ccccc1.BrCCBr.BrCCBr.BrCCBr.BrCCBr.BrCCBr charge=0 lumo_ev=0.5
C 2.73917 3.23345 -2.09694 -0.8648 -0.4729 -0.1359
C 1.29521 2.70675 -2.51607 2.3361 0.6955 -0.2920
C 1.42151 2.21594 -4.00661 0.4578 -1.0166 1.2788
P 1.95166 0.38909 -3.93633 -0.6079 0.1235 -1.3340
O 0.41793 3.80538 -2.30408 -0.5405 -0.7554 -0.3138
C -0.91493 3.56579 -2.75288 -1.4356 -0.1426 0.4641
C -1.49312 2.14299 -2.46654 -0.2053 -1.2318 -0.3912
C -1.53758 1.60190 -1.10822 -0.7977 -1.2927 -2.2495
C -2.05392 0.24892 -0.90957 0.3479 1.3229 -2.0364
C -2.49261 -0.50451 -2.07208 -0.0486 1.7365 -0.2734
C -2.47155 0.02701 -3.42676 0.9377 1.6287 1.6586
C -1.95259 1.37104 -3.63093 0.0642 -0.7951 2.5170
H 2.60575 3.90969 -1.22537 0.2990 -0.4623 -0.6423
H 3.21209 3.76230 -2.96077 -0.2951 -0.3089 0.8493
H 3.34430 2.33934 -1.80612 -0.2578 0.8584 -0.2299
H 1.11211 1.84416 -1.82592 -0.5423 0.7794 -0.6379
H 0.47734 2.20723 -4.58578 0.6124 0.0949 0.4037
H 2.23749 2.72893 -4.56765 -0.8300 -0.0709 0.3774
H 3.37780 0.36355 -3.74323 -0.5925 0.3941 0.4863
H 1.46248 -0.10527 -2.68134 0.4682 0.5928 -0.2354
H -1.56397 4.29179 -2.19608 0.6775 -0.4298 -0.4431
H -1.06249 3.79539 -3.84206 0.3953 -0.2394 0.7770
H -1.16793 2.23870 -0.28540 -0.2754 -0.5629 -0.4234
H -2.09711 -0.19079 0.10562 0.0150 0.2933 -0.8047
H -2.89755 -1.51390 -1.93157 0.0944 0.8504 0.1218
H -2.81520 -0.56507 -4.29739 0.2164 0.3496 0.7886
H -1.87647 1.83679 -4.63663 -0.1420 -0.4916 0.8108
Br 3.56540 -3.28900 -0.69184 -0.1033 -0.0738 -0.0580
C 4.09728 -3.93879 -2.45023 0.2540 0.1134 0.2386
C 3.87611 -2.89261 -3.51117 -0.1949 -0.1614 -0.3310
Br 1.99105 -2.74635 -3.97566 0.2282 -0.6627 0.1512
H 3.54154 -4.85509 -2.63075 -0.0122 0.0979 -0.0644
H 5.15747 -4.17334 -2.35809 -0.0462 0.0372 -0.0404
H 4.37813 -3.17447 -4.43620 0.0272 -0.0268 0.0817
H 4.20677 -1.90118 -3.21149 0.0080 -0.0923 0.0768
Br -2.40981 2.09650 2.47663 -0.0870 -0.0826 0.0382
C -2.00848 1.24738 4.18235 0.0987 0.3085 -0.0338
C -0.77490 0.38737 4.09618 0.0152 -0.2620 0.0852
Br -1.14677 -1.29416 3.18915 0.0749 0.2433 -0.0401
H -2.89710 0.69430 4.47547 0.1064 -0.0630 -0.0312
H -1.85109 2.07046 4.87890 0.0417 -0.0705 -0.0128
H -0.43819 0.10584 5.09327 -0.0764 0.0396 -0.0152
H 0.04448 0.86176 3.56059 -0.1154 0.0611 -0.0004
Br -1.32841 -3.20159 -2.68492 0.4279 -0.6390 0.0172
C -0.54353 -4.64432 -1.63922 -0.0597 -0.1111 -0.4257
C -1.42376 -5.02647 -0.47976 0.1046 -0.0459 0.2885
Br -1.31104 -3.72684 0.96609 -0.0698 -0.0833 -0.2141
H 0.44764 -4.30955 -1.33981 -0.0776 0.0168 0.0608
H -0.44596 -5.48045 -2.33161 -0.0070 -0.0092 0.0885
H -1.08961 -5.96770 -0.04474 0.0164 0.0348 -0.0572
H -2.47450 -5.10698 -0.74659 0.0886 0.0225 -0.0729
Br -4.50770 -3.53867 4.26664 0.0622 -0.0322 0.0945
C -4.80074 -3.12743 6.14774 -0.2177 -0.0135 -0.3148
C -4.22595 -1.78332 6.51080 0.1513 0.0010 0.2882
Br -2.28767 -1.86652 6.68465 -0.0737 0.0437 0.0492
H -4.37302 -3.94508 6.72189 0.0386 0.1136 0.0090
H -5.88300 -3.12677 6.27357 0.0625 0.0620 0.0386
H -4.58644 -1.46402 7.48799 -0.0171 -0.0513 -0.0479
H -4.44628 -1.01176 5.77715 -0.0287 -0.1255 -0.0251
Br 3.02173 1.99324 4.00243 0.0150 -0.0221 -0.0906
C 3.71398 3.37278 2.81248 0.0801 0.0019 0.2997
C 2.68662 4.44454 2.55738 -0.0771 0.0415 -0.3080
Br 1.33190 3.84079 1.29667 -0.0869 0.0130 0.1763
H 4.04500 2.87247 1.90614 -0.0994 0.0563 0.0083
H 4.57822 3.78656 3.33117 -0.0651 0.0180 -0.0265
H 3.14798 5.31174 2.08625 0.0414 -0.0656 0.0343
H 2.16482 4.76015 3.45718 0.0858 -0.0799 -0.0052

# 2
79
Properties=species:S:1:pos:R:3:forces:R:3 method="wB97M-V/def2-TZVPD" charge=+3 lumo_ev=-11.7
Sr 4.66204 3.43929 2.01201 -0.5980 -0.5709 -1.7270
Ba 2.24861 -0.38935 4.10414 -1.9834 -0.9438 -1.3203
O 2.11303 0.59816 -0.72118 1.1983 0.8262 0.9103
C 2.58878 0.96038 0.47513 -0.5426 -0.6475 0.1773
O 2.14356 0.38018 1.48523 0.5788 0.7540 0.5947
O 3.49917 1.88226 0.45951 0.5891 0.8373 1.5322
H 2.71718 1.12934 -1.27200 -0.6738 -0.3028 -1.0584
C -1.86773 3.74227 1.96324 -0.0729 0.2329 -0.6249
O -1.92969 2.85997 0.86147 -0.1644 -0.6762 0.3795
C -0.87858 1.92764 0.76981 0.2908 0.5461 -0.1971
C -1.37056 0.66811 0.10928 -0.2466 0.2629 -0.5722
N -2.26131 -0.03597 1.02834 0.6341 0.0152 0.2062
C -3.17521 -1.02543 0.43576 0.3443 -0.3810 0.2429
C -2.45392 -2.13617 -0.31961 1.6487 1.3298 -0.4643
O -3.30366 -2.67324 -1.25915 -0.6107 -0.4473 0.6148
C -2.75810 -3.67504 -2.07565 -0.1713 -0.2245 -0.7805
H -1.12322 4.52365 1.76923 0.0102 0.0412 0.1892
H -1.64017 3.23126 2.90508 -0.0366 -0.0756 -0.0035
H -2.85443 4.19562 2.00350 0.0719 0.1585 0.2666
H -0.48902 1.68236 1.76847 0.0610 0.0424 0.1320
H -0.06678 2.37365 0.17255 0.0757 -0.1395 0.0714
H -0.49896 0.07837 -0.18781 -0.1022 -0.1496 0.0945
H -1.88773 0.97312 -0.81381 0.0608 -0.1351 0.0088
H -2.81855 0.70703 1.44181 -0.2369 -0.2244 0.0361
H -3.87137 -0.54922 -0.25942 -0.2305 -0.1809 0.1655
H -3.64616 -1.51761 1.28802 -0.7062 0.3188 -0.2155
H -1.94042 -2.82642 0.37089 -0.6253 -0.4034 -0.1209
H -1.60240 -1.67190 -0.86866 -0.0953 -0.0765 0.0700
H -3.46214 -3.75777 -2.90281 0.2143 -0.0828 -0.1180
H -2.67675 -4.67399 -1.63560 -0.0355 0.2066 0.4688
H -1.77310 -3.38747 -2.46027 0.0064 0.0787 -0.0237
C -0.31071 0.23763 6.59120 0.7262 0.0348 1.0819
O -0.34764 0.58733 5.21700 0.4454 -0.1122 0.3041
C -1.55069 0.20297 4.56744 -0.2385 -0.9340 -0.9599
C -1.46230 -1.21863 4.03578 -0.2409 0.0472 -0.3750
N -0.34643 -1.27819 3.06230 0.0486 -0.1399 0.1667
C -0.14151 -2.64694 2.57920 0.1032 -0.6754 0.1005
C 0.97578 -2.75233 1.58596 0.1399 -0.1491 -0.5816
O 2.24938 -2.38986 2.15218 -0.0895 0.0868 0.7677
C 3.32684 -2.92289 1.38670 0.3522 -0.2654 -0.3352
H 0.73238 0.34988 6.92382 -0.0675 0.1456 -0.0201
H -0.57481 -0.79035 6.86247 -0.2689 -0.0446 -0.6101
H -0.89657 0.89910 7.23192 -0.1477 0.1186 -0.2892
H -1.64092 0.80838 3.66288 0.0331 0.3006 0.2281
H -2.47277 0.31867 5.13934 0.3352 0.2832 0.4731
H -2.43436 -1.37733 3.54625 0.1951 -0.2140 -0.1526
H -1.35865 -2.04138 4.74733 0.1025 0.3409 0.3550
H -0.72847 -0.75275 2.25496 0.1704 0.0786 0.0497
H -1.01993 -3.08279 2.08418 -0.0743 0.3119 0.1119
H 0.05635 -3.34195 3.40447 0.0675 0.2779 0.1808
H 0.76482 -2.14781 0.69501 0.1831 0.1943 0.1020
H 1.06624 -3.78460 1.24080 -0.1785 -0.0526 0.0797
H 4.25216 -2.92018 1.96411 -0.1090 0.2919 0.1424
H 3.46361 -2.36717 0.45503 -0.0434 0.0679 0.0638
H 3.15253 -3.97106 1.13195 -0.1678 0.0582 0.0452
C 3.22002 3.82877 -3.96228 0.0248 0.9725 -0.6920
O 1.86252 3.85519 -4.33785 0.2428 -0.6435 0.1102
C 1.14496 2.82700 -3.68010 -0.5662 0.9682 1.3430
C -0.26749 2.69330 -4.28094 1.1009 -0.9233 -1.3546
N -0.48707 1.34984 -4.84885 -0.5172 0.8170 0.4829
C -0.82682 0.36484 -3.83680 0.4692 -0.0661 0.2537
C -0.00008 -0.89114 -3.99732 -0.4108 -0.0140 -1.2556
O 1.35206 -0.45868 -3.93035 -0.1049 -0.0232 0.5214
C 2.27166 -1.38214 -3.44877 0.8223 -0.2910 0.0887
H 3.33236 3.68574 -2.87949 0.0682 -0.0424 0.0739
H 3.60734 4.80914 -4.24833 0.1251 -0.0120 0.2668
H 3.82851 3.11162 -4.52524 -0.2951 -0.3595 0.1844
H 1.01021 3.15600 -2.62306 0.2756 -0.1162 -0.0187
H 1.73703 1.90882 -3.64158 -0.2904 -0.2558 -0.3994
H -0.24521 3.37321 -5.13554 -0.4174 0.2782 0.2435
H -1.05774 2.94249 -3.58189 -0.0655 0.1118 -0.0154
H 0.35296 1.12818 -5.36364 -0.0616 -0.4312 0.0215
H -1.90476 0.18254 -3.82744 0.0319 -0.2577 -0.1211
H -0.56486 0.70376 -2.81699 -0.0561 0.2483 -0.1084
H -0.13387 -1.34105 -4.98997 -0.2328 0.0065 0.0633
H -0.31811 -1.65066 -3.27664 0.5131 0.0587 0.3623
H 3.21558 -0.84915 -3.29123 -0.1132 0.0982 0.1799
H 2.55453 -2.17974 -4.14726 -0.5055 -0.0692 -0.0743
H 1.93953 -1.81868 -2.49824 0.0345 -0.0945 -0.0192

# 3
14
Properties=species:S:1:pos:R:3:forces:R:3 method="wB97M-V/def2-TZVPD" charge=0 lumo_ev="-0.4 / -0.4" de_lowest_kj_mol=701.9
C 1.33812 0.28454 0.02951 -3.6737 5.0513 1.5043
C 0.67742 -0.97973 -0.20532 -0.2600 2.1981 1.5158
C -0.61682 -0.96242 0.57426 -0.4701 2.5126 -2.4492
C -1.23794 0.58474 0.38073 -1.0672 -3.8825 0.4571
N -0.29180 1.49858 0.62969 4.4992 -0.6869 0.4704
O 2.37412 0.85329 -0.46577 0.5588 0.2345 0.2398
O -1.68380 0.68665 -0.97042 -0.8255 -0.4388 -0.6243
H 0.64856 -1.02694 -1.22410 -0.9081 -0.1990 -3.1876
H 1.23904 -1.77530 0.04216 2.3177 -2.9177 1.1533
H -1.26003 -1.70055 0.15351 -0.8487 -0.4614 -0.0386
H -0.38977 -1.11443 1.57397 0.1214 -0.3489 2.0149
H -2.17782 0.47356 1.08664 1.5189 0.9885 -1.1836
H 2.46653 1.84371 -0.23359 -0.7890 -2.0263 -0.1536
H -1.08583 1.33430 -1.37127 -0.1736 -0.0234 0.2814

# 4
11
Properties=species:S:1:pos:R:3:forces:R:3 method="wB97M-V/def2-TZVPD" smiles="[H]/N=C/N.SS" charge=0 lumo_ev=0.3 de_lowest_kj_mol=56.6
S -2.46384 -1.75059 -1.60452 -0.4409 -0.0517 0.0023
S -0.67523 -2.63137 -0.97634 -0.1860 -0.0229 0.0053
H -3.09565 -1.63220 -0.41397 0.4794 -0.0112 -0.1326
H -0.01149 -2.06050 -1.98870 0.1483 0.0884 0.1280
N 1.58303 2.54776 2.61390 -0.2090 1.1859 -0.9739
C 2.02286 3.39077 1.61901 0.2527 -0.4109 0.1324
N 3.18000 3.29674 1.11460 0.1172 -0.3055 0.0369
H 0.83833 2.92265 3.15257 -0.4787 -0.5108 0.4759
H 1.99297 1.65674 2.76882 0.3426 -0.2574 0.3316
H 1.26431 4.11199 1.30040 0.0830 0.1618 0.1879
H 3.33301 3.97398 0.38265 -0.1085 0.1343 -0.1938

no.,E (eV)
1,-733067.0441
2,-44849.5072
3,-9840.0045
4,-25784.3220